Run 1
The following is a DFT calculation (wB97M-V/def2-TZVPD) of C4H6O in the gas phase.

CARTESIAN COORDINATES (ANGSTROEM)
O (-0.0667, -0.1772, 0.2538)
C (2.4238, -0.3329, -0.1454)
C (1.3455, 0.3904, 0.1010)
C (-1.2823, 0.4741, -0.1242)
C (-2.3962, -0.3744, -0.0365)
H (-1.1994, 1.5877, -0.1387)
H (-3.3472, 0.1868, -0.2939)
H (-2.2567, -1.4586, 0.0628)
H (1.2399, 1.3731, -0.0139)
H (2.3374, -1.4837, -0.3432)
H (3.2152, 0.2687, -0.0729)

As for the net charge: 0. The calculation puts the gap between HOMO and LUMO at 9.80 eV. For the molecular weight, the calculation gives 70.091 g mol⁻¹. As for the structure (SMILES): C=COC=C.

Run 2
The following is a DFT calculation (wB97M-V/def2-TZVPD) of C4H6O in the gas phase.

CARTESIAN COORDINATES (ANGSTROEM)
O (0.0011, -0.4262, -0.1483)
C (-2.3204, -0.2981, -0.0314)
C (2.3231, -0.3314, 0.0378)
C (-1.1296, 0.2655, -0.0057)
C (1.1531, 0.2930, -0.1253)
H (3.2152, 0.2529, 0.0729)
H (1.1336, 1.4165, -0.2231)
H (-1.0456, 1.3300, 0.2247)
H (-2.4960, -1.4043, -0.0379)
H (-3.2010, 0.3058, 0.0972)
H (2.3664, -1.4036, 0.1392)

As for the net charge: 0. The calculation puts the gap between HOMO and LUMO at 9.85 eV. For the molecular weight, the calculation gives 70.091 g mol⁻¹. As for the structure (SMILES): C=COC=C.

Run 3
The following is a DFT calculation (wB97M-V/def2-TZVPD) of a molecular structure, C4H6O.

CARTESIAN COORDINATES (ANGSTROEM)
O (0.3652, 2.1333, -0.7276)
C (-0.2294, -0.0761, -0.2236)
C (0.3759, -2.4061, 1.0288)
C (0.1921, -1.0935, 0.3439)
C (-0.7631, 1.2787, -0.5201)
H (0.9787, -2.1315, 2.1295)
H (1.1713, 1.8867, -0.1394)
H (-1.4027, 1.4096, -1.4575)
H (-0.7407, -2.9850, 1.2287)
H (1.0332, -3.0738, 0.0398)
H (-1.4143, 1.6096, 0.2451)

As for the net charge: 0. The calculation puts the gap between HOMO and LUMO at 10.21 eV. For the molecular weight, the calculation gives 70.091 g mol⁻¹.

Run 4
The following is a DFT calculation (wB97M-V/def2-TZVPD) of a molecular structure, C4H6O.

CARTESIAN COORDINATES (ANGSTROEM)
O (-1.0933, -1.2098, -1.1706)
C (0.0962, -0.7533, -0.6208)
C (0.4118, 1.8855, 0.0524)
C (0.1642, -0.5263, 0.9468)
C (0.3075, 0.6027, -0.2583)
H (-1.7353, -0.4883, -1.1395)
H (0.9321, -1.3372, -1.0011)
H (0.4299, 2.6405, -0.7394)
H (1.0395, -0.9631, 1.4233)
H (0.2489, 0.8915, 1.1049)
H (-0.8014, -0.7423, 1.4024)

As for the net charge: 0. The calculation puts the gap between HOMO and LUMO at 9.02 eV. For the molecular weight, the calculation gives 70.091 g mol⁻¹.

Of them, run 2 has the highest stability.

Run 1
The following is a DFT calculation (wB97M-V/def2-TZVPD) of C4H6O in the gas phase.

CARTESIAN COORDINATES (ANGSTROEM)
O (0.2736, -2.0761, -0.7491)
C (0.5052, -0.8314, -0.1508)
C (-0.3357, 1.2783, 0.4751)
C (-0.7045, -0.0259, 0.0097)
C (0.0025, 2.4195, 0.7374)
H (-1.4916, -0.5303, 0.7074)
H (1.3047, -0.2326, -0.7054)
H (0.2159, 3.4173, 0.9585)
H (1.1422, -2.4307, -1.2428)
H (0.9429, -0.9188, 0.8587)
H (-1.1082, 0.2606, -1.0120)

As for the net charge: 0. The calculation puts the gap between HOMO and LUMO at 10.67 eV. For the molecular weight, the calculation gives 70.091 g mol⁻¹. As for the structure (SMILES): C#CCCO.

Run 2
The following is a DFT calculation (wB97M-V/def2-TZVPD) of C4H6O in the gas phase.

CARTESIAN COORDINATES (ANGSTROEM)
O (0.7812, 0.8041, -1.2917)
C (-1.5978, -0.8373, 0.1510)
C (-0.5823, -0.1704, 0.6657)
C (0.0878, 0.9011, -0.0953)
C (1.5609, 0.2056, -0.3096)
H (-0.0704, -0.3983, 1.6073)
H (-0.4123, 1.8981, -0.0800)
H (1.8910, -0.7796, -0.6935)
H (-1.8643, -1.8329, 0.4670)
H (-2.1196, -0.3754, -0.6791)
H (2.3246, 0.6294, 0.3256)

As for the net charge: 0. The calculation puts the gap between HOMO and LUMO at 10.10 eV. For the molecular weight, the calculation gives 70.091 g mol⁻¹. As for the structure (SMILES): C=C[C@H]1CO1.

Of them, run 1 has the highest stability.

Run 1
The following is a DFT calculation (wB97M-V/def2-TZVPD) of C5H6ClN in the gas phase.

CARTESIAN COORDINATES (ANGSTROEM)
Cl (-3.0703, -0.3477, -0.5245)
N (0.1940, -1.0976, 0.1479)
C (-0.3590, 0.1508, 0.1142)
C (0.6391, 1.0088, -0.3187)
C (1.4909, -1.0450, -0.1865)
C (-1.7471, 0.4780, 0.5017)
C (1.7917, 0.2654, -0.5492)
H (2.7806, 0.7225, -0.8253)
H (-1.9502, 1.5416, 0.4531)
H (2.0598, -1.9761, -0.2625)
H (-0.3648, -1.8994, 0.2992)
H (0.4685, 2.0916, -0.3917)
H (-1.9332, 0.1072, 1.5424)

As for the net charge: 0. The calculation puts the gap between HOMO and LUMO at 9.30 eV. For the molecular weight, the calculation gives 115.563 g mol⁻¹. As for the structure (SMILES): ClCc1ccc[nH]1.

Run 2
The following is a DFT calculation (wB97M-V/def2-TZVPD) of C5H6ClN in the gas phase.

CARTESIAN COORDINATES (ANGSTROEM)
Cl (-2.0273, -0.1896, -0.2726)
N (1.0168, -1.2339, -0.6509)
C (0.6015, -0.7217, 0.6894)
C (-0.4629, 0.2750, 0.7400)
C (0.1699, 1.4331, 0.0923)
C (1.8155, -0.2077, 0.0182)
C (1.4585, 1.1698, -0.3830)
H (2.7414, -0.5963, 0.3811)
H (-0.5688, 2.2024, 0.0106)
H (-0.7635, 0.3997, 1.8640)
H (0.8476, -1.3697, 1.5198)
H (2.1487, 1.7210, -1.1815)
H (1.4459, -2.1873, -0.3453)

As for the net charge: 0. The calculation puts the gap between HOMO and LUMO at 9.97 eV. For the molecular weight, the calculation gives 115.563 g mol⁻¹. As for the structure (SMILES): Cl[C@@H]1C=C[C@@H]2N[C@H]12.

Of them, run 1 has the highest stability.

Run 1
The following is a DFT calculation (wB97M-V/def2-TZVPD) of 2 unconnected molecules or ions with the total composition C2H4O4.

CARTESIAN COORDINATES (ANGSTROEM)
O (0.3058, 0.0592, -1.8057)
O (-1.0132, -0.8383, 2.2671)
O (1.8281, -1.2628, -2.8072)
O (-1.6804, 1.2584, 1.8565)
C (-0.7638, 0.2795, 1.9436)
C (1.2633, -0.8987, -1.8265)
H (1.4544, -1.2946, -0.8247)
H (-1.3995, 2.1195, 2.1940)
H (0.2440, 0.5805, 1.6055)
H (-0.2386, -0.0027, -2.6027)

As for the net charge: 0. The calculation puts the gap between HOMO and LUMO at 11.50 eV. For the molecular weight, the calculation gives 92.050 g mol⁻¹. As for the structure (SMILES): O=CO.O=CO.

Run 2
The following is a DFT calculation (wB97M-V/def2-TZVPD) of C2H4O4 in the gas phase.

CARTESIAN COORDINATES (ANGSTROEM)
O (-0.2730, 1.3104, 0.4420)
O (-0.8981, -0.8915, 0.6270)
O (2.3287, 0.3939, 0.0680)
O (-0.5384, -0.0236, -1.3797)
C (-0.1789, 0.0145, -0.0338)
C (1.4633, -0.3973, -0.1648)
H (-1.4857, -0.7494, 1.3681)
H (-1.5124, 0.0179, -1.7123)
H (0.5884, 1.6639, 0.0527)
H (1.6875, -1.3914, -0.4949)

As for the net charge: 0. The calculation puts the gap between HOMO and LUMO at 10.56 eV. For the molecular weight, the calculation gives 92.050 g mol⁻¹. As for the structure (SMILES): O=CC(O)(O)O.

Of them, run 1 has the highest stability.

Run 1
The following is a DFT calculation (wB97M-V/def2-TZVPD) of C5H8N2S in the gas phase.

CARTESIAN COORDINATES (ANGSTROEM)
S (-1.7818, 2.2860, 0.6986)
N (-1.2969, -1.5173, 2.1974)
N (0.8298, -0.1274, 0.1073)
C (0.7143, -1.1962, -0.8840)
C (-1.0735, -0.7773, 1.3582)
C (-0.4076, 0.2420, 0.6117)
C (-1.5026, 0.8345, -0.3701)
C (-0.3493, 1.4897, 1.5196)
H (0.4294, 2.0516, 1.2551)
H (-0.3644, 1.3616, 2.5677)
H (-0.1391, -1.1414, -1.6770)
H (1.6004, -1.1693, -1.3570)
H (0.7784, -2.1410, -0.3471)
H (1.4894, -0.3679, 0.8643)
H (-2.4490, 0.2679, -0.2186)
H (-1.3108, 0.9341, -1.5128)

As for the net charge: 0. The calculation puts the gap between HOMO and LUMO at 9.61 eV. For the molecular weight, the calculation gives 128.200 g mol⁻¹. As for the structure (SMILES): CNC1(C#N)CSC1.

Run 2
The following is a DFT calculation (wB97M-V/def2-TZVPD) of 2 unconnected molecules or ions with the total composition C5H8N2S.

CARTESIAN COORDINATES (ANGSTROEM)
S (3.2507, 0.5351, -0.1498)
N (0.5247, 0.3547, -0.0167)
N (0.2047, -1.7821, 0.1668)
C (1.5294, -1.6216, 0.0136)
C (-2.7132, -0.0959, -0.3606)
C (0.6077, 1.7565, 0.2680)
C (-0.4412, -0.5561, 0.2741)
C (1.7927, -0.2807, -0.1347)
H (-2.5183, 0.8464, 0.0336)
H (0.4236, 2.0442, 1.2472)
H (-2.6350, -0.0312, -1.3405)
H (-0.3248, -2.5921, 0.0811)
H (-3.3152, -0.5945, 0.3232)
H (-0.1052, 2.2523, -0.4636)
H (2.1577, -2.4019, -0.1456)
H (1.5617, 2.1669, 0.2037)

As for the net charge: 0. The calculation puts the gap between HOMO and LUMO (alpha / beta) at 5.32 / 5.32 eV. For the molecular weight, the calculation gives 128.200 g mol⁻¹.

Run 3
The following is a DFT calculation (wB97M-V/def2-TZVPD) of C5H8N2S in the gas phase.

CARTESIAN COORDINATES (ANGSTROEM)
S (-3.2763, -0.3970, -0.0449)
N (1.3197, -1.0670, 0.3682)
N (0.2630, 1.1501, 1.0106)
C (-0.2278, -1.0892, 0.4363)
C (1.6141, -0.1516, -0.6161)
C (-0.6671, 0.2604, 0.2176)
C (0.5541, 0.9950, -0.3645)
C (-2.0287, 0.7198, -0.1356)
H (-2.2763, 1.7867, -0.3017)
H (-0.7556, -1.7757, -0.2777)
H (1.4649, -2.0291, 0.2498)
H (0.5192, 1.7391, -1.1020)
H (-0.2607, 2.0284, 1.3375)
H (1.4940, -0.5970, -1.5869)
H (-0.3559, -1.6394, 1.3734)
H (2.6195, 0.0664, -0.5639)

As for the net charge: 0. The calculation puts the gap between HOMO and LUMO at 8.16 eV. For the molecular weight, the calculation gives 128.200 g mol⁻¹. As for the structure (SMILES): S=C[C@@]12CNC[C@@H]1N2.

Of them, run 1 has the highest stability.

Run 1
The following is a DFT calculation (wB97M-V/def2-TZVPD) of C5H7ClOS in the gas phase.

CARTESIAN COORDINATES (ANGSTROEM)
Cl (-0.0392, 2.4932, 0.1721)
S (-2.7684, 0.3991, -0.5916)
O (0.2405, -1.3549, -0.1401)
C (-0.8717, -1.1350, 0.7486)
C (2.1982, 0.0781, -0.6867)
C (-0.0824, 0.7983, 0.1859)
C (-1.3470, 0.3140, 0.5542)
C (0.7569, -0.1252, -0.1548)
H (2.7343, -0.8171, -0.1116)
H (-1.7918, 0.9387, 1.4722)
H (-1.9597, 0.6514, -1.7608)
H (-0.2953, -1.2300, 1.7470)
H (-1.5719, -2.0565, 0.6739)
H (2.6932, 1.1662, -0.3868)
H (2.1044, -0.1205, -1.7216)

As for the net charge: 0. The calculation puts the gap between HOMO and LUMO at 9.39 eV. For the molecular weight, the calculation gives 150.630 g mol⁻¹. As for the structure (SMILES): CC1=C(Cl)[C@@H](S)CO1.

Run 2
The following is a DFT calculation (wB97M-V/def2-TZVPD) of C5H7ClOS in the gas phase.

CARTESIAN COORDINATES (ANGSTROEM)
Cl (2.9602, -0.6682, -0.5637)
S (-1.9143, 0.9156, -0.3165)
O (-1.7071, -1.6036, 0.2383)
C (0.8996, 1.0926, -0.0876)
C (-0.4479, -1.0695, 0.2585)
C (2.2269, 0.5448, 0.5490)
C (-0.3211, 0.2306, -0.0566)
C (-2.5750, -0.7590, -0.4406)
H (0.3267, -1.7236, 0.5171)
H (2.0428, -0.0029, 1.4923)
H (0.6585, 2.0703, 0.4022)
H (1.0849, 1.3700, -1.1428)
H (2.9237, 1.4195, 0.6497)
H (-2.6169, -1.0852, -1.5108)
H (-3.5410, -0.7312, 0.0115)

As for the net charge: 0. The calculation puts the gap between HOMO and LUMO at 8.65 eV. For the molecular weight, the calculation gives 150.630 g mol⁻¹. As for the structure (SMILES): ClCCC1=COCS1.

Of them, run 2 has the highest stability.